22
Properties=species:S:1:pos:R:3:forces:R:3:mulliken_charge:R:1 method="wB97M-V/def2-TZVPD" homo_ev=-12.95 total_charge=+1 de_lowest_kj_mol=228.04 orbital_gap_ha=0.368
N -2.131291 -0.810040 -0.146204 -0.64 1.59 -0.21 -0.316
C -1.036950 -0.876774 0.921655 0.49 -0.67 0.45 -0.710
C 0.198842 -0.443224 0.146088 2.25 0.19 -0.12 -0.521
N -0.121283 0.746833 -0.719516 0.98 -2.79 -1.28 -0.455
C 0.107841 2.115930 -0.222964 -0.41 0.33 0.38 -0.948
H -1.706877 -0.112695 -0.953100 0.13 -1.01 1.72 0.437
H -2.379766 -1.758886 -0.547745 -0.12 1.63 0.89 0.365
H -2.915764 -0.190259 0.228847 0.67 -1.87 -0.78 0.382
H -1.114737 -0.142135 1.745249 -0.93 -0.22 -0.65 0.281
H -1.035276 -1.898316 1.436791 0.19 1.41 -1.12 0.329
H 1.058977 -0.149895 0.780893 -0.93 -0.34 0.14 0.508
H 0.653949 -1.320717 -0.437604 -1.03 1.29 0.19 0.264
H 0.477395 0.441293 -1.579753 -1.41 1.95 1.47 0.439
H -0.428277 2.394921 0.710812 -0.61 -0.64 -0.77 0.326
H -0.217323 2.766557 -1.046258 0.19 0.05 0.51 0.327
H 1.094173 2.418581 0.126642 0.72 -0.58 -0.71 0.322
H 2.036796 -1.367359 2.624685 5.30 -2.80 -1.31 0.272
H 1.247111 -0.973692 3.806664 -0.18 0.20 -2.96 0.295
O 1.272300 -0.960980 2.767086 -5.06 2.48 4.65 -0.569
H 1.254040 0.259537 -3.903418 0.51 0.24 3.07 0.336
H 2.201356 -0.411416 -2.855760 -0.74 0.88 0.14 0.326
O 1.484772 0.272737 -2.883098 0.62 -1.30 -3.65 -0.690


23
Properties=species:S:1:pos:R:3:forces:R:3:mulliken_charge:R:1 method="wB97M-V/def2-TZVPD" homo_ev=-12.37 total_charge=+1 de_lowest_kj_mol=57.06 orbital_gap_ha=0.349
C 2.184444 -0.438135 1.918107 0.38 0.07 0.96 -1.444
C 1.302872 0.054297 0.829713 -0.54 -0.28 -0.48 0.837
C 1.031820 -0.761413 -0.196102 0.33 -0.32 0.28 -0.628
N -0.042212 -0.508154 -1.175146 1.13 -0.31 0.97 -0.007
N 0.674888 1.253012 1.069965 0.59 0.53 0.35 -0.413
H 2.896770 0.302284 2.280977 0.05 0.22 -0.26 0.396
H 2.750939 -1.336327 1.697277 -0.11 -0.04 -0.36 0.357
H 1.569000 -0.662907 2.794912 -0.10 -0.02 -0.13 0.317
H 1.487849 -1.732451 -0.269785 -0.03 -0.02 -0.08 0.260
H 0.191353 0.303393 -1.733307 -0.28 0.07 -0.44 0.377
H -0.892624 -0.355249 -0.611775 -0.61 0.40 -0.46 0.225
H -0.110392 -1.375027 -1.720629 -0.45 0.01 -0.33 0.391
H 1.245900 1.887486 1.611721 -0.16 -0.06 0.23 0.292
H 0.218547 1.780689 0.344615 -0.25 -0.26 -0.26 0.128
H -2.042927 4.319402 -0.444672 0.02 -0.08 -0.05 0.315
H -1.513952 3.253904 -1.423695 -0.15 0.26 -0.03 0.316
O -1.824849 3.383104 -0.521638 0.15 -0.32 0.07 -0.627
H -1.423856 -3.562254 -1.982549 0.16 -0.53 -0.15 0.299
H 0.137850 -3.900982 -2.133136 -0.42 -0.42 -0.09 0.300
O -0.524578 -3.230918 -1.953560 0.33 1.09 0.22 -0.641
H -2.658760 1.157000 0.300267 0.21 0.05 -0.29 0.317
H -2.380103 -0.100264 1.102129 0.02 -0.09 -0.05 0.316
O -2.277978 0.269509 0.216309 -0.27 0.06 0.40 -0.687


22
Properties=species:S:1:pos:R:3:forces:R:3:mulliken_charge:R:1 method="wB97M-V/def2-TZVPD" homo_ev=-10.05 total_charge=0 smiles=CC(C)N.O.O.O de_lowest_kj_mol=176.64 orbital_gap_ha=0.384
C 0.601233 -2.014776 1.096112 1.21 1.59 -0.40 -1.396
C -0.169210 -0.843776 0.408620 1.03 -0.93 0.03 0.779
C -1.087717 -0.475407 1.504637 -2.04 1.23 2.78 -1.292
N -0.870269 -1.183797 -0.887811 -0.45 -1.83 3.11 -0.676
H 0.083514 -2.834502 1.596876 -0.50 0.43 -0.15 0.361
H 1.152348 -1.382455 1.813885 0.08 -1.01 0.32 0.356
H 1.337811 -2.429085 0.444651 0.64 -0.47 -0.58 0.392
H 0.570736 -0.038844 0.263011 -0.35 -0.26 -0.27 -0.054
H -1.858511 0.200702 1.212515 -0.52 0.95 -0.66 0.405
H -0.588578 0.137408 2.425136 -0.92 -2.07 -2.07 0.284
H -1.764011 -1.355346 1.834603 1.55 1.08 -0.03 0.268
H -0.169542 -1.368832 -1.580826 0.44 -0.11 -0.40 0.264
H -1.167186 -2.147457 -0.535222 -0.17 1.32 -1.61 0.298
O 0.977363 2.730590 -2.011127 -1.29 -1.21 1.57 -0.649
H 1.164925 2.709763 -1.035416 -0.43 0.09 -1.43 0.355
H 0.206506 2.086397 -2.043499 1.31 1.09 -0.29 0.325
O -2.517550 0.850830 -2.042123 -0.64 2.45 -0.82 -0.670
H -2.211865 0.115418 -1.551598 0.93 -1.50 1.09 0.382
H -2.326500 1.650630 -1.514387 -0.24 -0.77 -0.34 0.296
O 2.508011 1.711788 0.249769 1.42 -0.10 0.53 -0.618
H 3.364310 1.417634 0.661543 -1.31 0.44 -0.58 0.281
H 2.764186 2.463108 -0.309348 0.23 -0.41 0.18 0.308


22
Properties=species:S:1:pos:R:3:forces:R:3:mulliken_charge:R:1 method="wB97M-V/def2-TZVPD" homo_ev=-7.79 total_charge=0 de_lowest_kj_mol=732.21 orbital_gap_ha=0.120
C 1.860801 -0.786469 0.847213 -0.21 0.35 4.20 -0.371
C 0.550709 -0.328667 1.353507 -0.14 -0.99 -2.07 -0.249
C -0.575357 -1.159252 0.716667 -0.47 0.81 0.38 -1.107
N 1.874896 0.024289 -1.526292 -0.41 -1.28 1.19 -0.624
H 2.700158 -0.175234 1.184032 0.18 -0.04 -0.53 0.385
H 1.994728 -1.854688 1.006142 0.28 -0.16 -1.03 0.387
H 0.538127 -0.384792 2.451683 0.38 0.07 0.06 0.395
H 0.371195 0.716769 1.044882 -0.01 0.21 0.54 0.247
H -0.517955 -2.244149 0.621325 0.62 -0.02 0.29 0.433
H -1.479688 -0.926565 1.273322 -0.23 0.00 -0.41 0.292
H -0.683098 -0.730231 -0.280938 -0.45 -0.19 -0.02 0.258
H 1.878797 -0.544979 -0.368417 0.15 1.15 -3.31 -0.006
H 2.858303 0.212877 -1.750264 0.04 -0.27 0.45 0.281
H -2.667874 0.348498 -0.630838 -0.29 -0.10 0.05 0.409
H -2.708615 2.162203 0.247563 -0.35 0.39 0.11 0.154
O -2.054092 1.481320 0.128002 0.94 -0.14 -0.25 -0.910
H 1.589174 -0.792701 -2.089683 0.10 0.22 0.24 0.332
H -3.660247 -0.521692 -1.641731 -0.10 0.39 -0.12 0.260
O -3.010607 -0.572744 -0.944393 0.33 -0.51 0.06 -0.704
H -0.346150 2.263307 -0.347662 -0.34 -0.14 0.34 0.421
H 0.849521 1.527290 -0.928074 -0.05 0.39 0.01 0.414
O 0.637264 2.285613 -0.366041 0.03 -0.15 -0.18 -0.697


23
Properties=species:S:1:pos:R:3:forces:R:3:mulliken_charge:R:1 method="wB97M-V/def2-TZVPD" homo_ev=-9.85 total_charge=0 smiles="C=CCN.O.O.O.O" de_lowest_kj_mol=270.95 orbital_gap_ha=0.368
C -3.750155 2.329171 0.319509 -1.64 0.67 -1.33 -0.802
C -2.485419 1.852313 0.264807 -3.03 -0.05 -0.13 -0.187
C -1.591086 1.496987 1.373690 1.71 -1.45 -1.30 0.048
N -1.015824 0.046482 1.211495 0.01 2.60 -0.01 -0.564
H -4.489839 2.531380 -0.591784 2.36 -0.66 1.44 0.195
H -4.371372 2.658710 1.187621 1.33 -0.60 -0.08 0.219
H -2.080677 1.564983 -0.683050 0.08 0.11 -0.72 0.265
H -0.721235 2.134028 1.143201 -0.18 0.12 1.00 0.067
H -2.045509 1.672451 2.333601 0.19 -0.12 0.43 0.359
H -1.092276 -0.345842 0.273792 -0.37 0.11 0.69 0.159
H -1.215609 -0.559261 1.974216 -0.49 -0.51 0.10 0.176
O 3.906792 1.259531 -0.502217 0.19 0.04 -0.64 -0.627
H 2.947821 1.445027 -0.475883 0.77 -0.23 0.58 0.402
H 4.265487 1.193568 0.390113 -0.48 0.07 -0.22 0.263
O 3.161367 -3.748996 -1.272504 0.53 3.12 -1.53 -0.618
H 2.909239 -2.996337 -0.716032 0.21 -0.17 -0.32 0.314
H 2.952937 -4.477294 -0.775187 -0.74 -2.93 1.85 0.304
O -1.763657 -3.538306 -2.065579 2.80 2.58 -0.09 -0.645
H -0.980925 -3.727892 -1.479933 -1.27 -0.28 -0.61 0.318
H -1.372095 -2.662973 -2.458665 -1.51 -2.30 0.68 0.326
O 1.700561 1.577833 0.930336 -1.43 0.28 -1.45 -0.694
H 0.966528 1.138879 1.353978 -0.70 -0.65 0.06 0.411
H 2.357741 1.633883 1.575238 1.64 0.25 1.62 0.313


23
Properties=species:S:1:pos:R:3:forces:R:3:mulliken_charge:R:1 method="wB97M-V/def2-TZVPD" homo_ev=-9.26 total_charge=0 smiles="C/C=C/N.O.O.O.O" de_lowest_kj_mol=291.72 orbital_gap_ha=0.364
C -0.241972 -1.978741 3.853500 -3.52 1.01 0.56 -1.418
C -1.095076 -0.972919 3.053647 4.06 -3.31 -1.33 -0.040
C -0.895131 -0.626978 1.790909 0.88 0.47 -1.14 -0.267
N -1.762003 0.347038 1.218726 0.59 1.58 -0.30 -0.514
H -0.700101 -2.909104 4.153210 -0.75 -0.46 -0.62 0.318
H 0.719982 -2.197320 3.672807 3.41 -0.56 -2.18 0.459
H -0.094424 -1.583826 4.806568 -0.09 1.28 1.99 0.405
H -1.977105 -0.702510 3.473272 -2.33 1.22 1.51 0.412
H -0.139522 -0.955247 0.981376 -0.74 0.09 2.14 0.183
H -2.602076 -0.110165 0.982775 -1.40 0.15 -0.33 0.230
H -1.866265 1.245419 1.730296 -0.12 -1.40 -0.39 0.244
O -2.215398 0.739921 -3.513413 -0.52 -0.93 0.40 -0.581
H -2.719458 1.316367 -4.049269 -1.86 0.54 -0.98 0.297
H -1.430371 1.237374 -3.585793 2.31 0.35 0.59 0.297
O 2.432765 2.761440 -1.255915 -1.17 0.71 0.03 -0.656
H 1.483980 2.552715 -1.459422 1.62 -0.42 0.18 0.328
H 3.013082 2.043615 -1.507567 -0.43 -0.44 -0.21 0.315
O -0.067417 0.855276 -1.544995 3.98 1.97 -2.61 -0.564
H -0.815252 1.084549 -1.116473 -3.96 0.66 2.47 0.309
H 0.054682 -0.052572 -1.545668 0.06 -2.55 0.18 0.242
O 3.607225 -0.701764 -2.988244 -3.87 -0.64 3.08 -0.586
H 4.332752 -0.572661 -3.470763 5.11 0.91 -2.59 0.278
H 2.977103 -0.819915 -3.679559 -1.26 -0.22 -0.46 0.309


23
Properties=species:S:1:pos:R:3:forces:R:3:mulliken_charge:R:1 method="wB97M-V/def2-TZVPD" homo_ev=-8.17 total_charge=0 de_lowest_kj_mol=600.58 orbital_gap_ha=0.133
N -0.517729 -1.712754 1.084887 -0.71 -0.10 0.67 -0.646
C 2.428307 -0.246421 0.694644 0.63 2.79 0.82 -0.465
C 1.505755 1.658332 -0.493141 0.94 0.71 -0.21 -0.571
C 1.483923 0.770881 0.539244 -1.03 -1.14 0.20 0.272
H -1.174999 -0.991543 1.358814 0.27 0.00 -0.02 0.331
H -0.692037 -1.987338 0.139474 0.36 -0.04 -0.36 0.288
H 3.320219 -0.201182 0.070944 -0.21 -0.68 -0.28 0.334
H 2.541712 -0.673761 1.683802 -0.37 -0.85 -0.30 0.298
H 0.812287 2.486174 -0.540944 -0.38 -0.15 0.14 0.307
H 2.306188 1.718080 -1.227499 -0.06 -0.44 -0.05 0.264
H 0.585796 0.762482 1.156829 0.09 0.24 0.18 0.348
H -1.900765 -0.389932 -1.240366 -0.48 -0.14 0.22 0.429
H -0.902721 0.683756 -1.598775 -0.25 -0.05 -0.35 0.277
O -1.137001 -0.198604 -1.926659 0.64 0.62 0.27 -0.786
H 0.429323 -0.898403 -1.744272 -0.84 -0.93 -0.26 0.432
H 1.650802 -0.836692 -0.999081 0.60 -0.30 -0.11 0.207
O 1.199398 -1.489807 -1.523054 0.14 0.52 -0.33 -0.623
H -1.914587 1.770961 1.917256 -0.11 -0.07 -0.11 0.244
H -2.231993 0.759114 0.695062 0.09 -0.16 -0.09 0.344
O -1.504319 1.329896 1.168285 0.08 0.05 -0.06 -0.663
H -3.813401 -0.316271 -0.470131 0.64 0.01 0.27 0.138
H 0.430720 -1.612557 1.384648 0.11 -0.13 -0.10 0.214
O -2.904867 -0.384409 -0.129963 -0.16 0.24 -0.15 -0.972


25
Properties=species:S:1:pos:R:3:forces:R:3:mulliken_charge:R:1 method="wB97M-V/def2-TZVPD" homo_ev=-14.15 total_charge=+1 de_lowest_kj_mol=105.21 orbital_gap_ha=0.420
C 0.291887 -0.182951 3.573911 0.11 -0.78 -0.28 -1.050
C 1.073581 0.670718 2.575307 -0.08 0.04 0.81 -0.616
N 0.406723 0.761719 1.272710 0.08 0.22 0.70 -0.160
C 0.140175 -0.277745 0.501487 -0.02 -0.16 -0.80 0.637
N -0.878529 -0.280670 -0.349873 -0.27 -0.23 0.21 -0.236
N 0.945352 -1.348044 0.516806 0.24 0.36 0.24 -0.357
H -0.782157 -0.029764 3.465393 0.04 0.18 0.15 0.325
H 0.591586 -0.010959 4.604618 0.01 0.31 -0.02 0.391
H 0.478045 -1.248180 3.404798 -0.09 0.08 -0.10 0.295
H 1.135400 1.677819 2.981802 0.02 0.14 -0.30 0.410
H 2.104410 0.329069 2.485905 -0.01 -0.04 -0.18 0.285
H -0.092003 1.622214 1.116621 -0.13 -0.15 -0.32 0.280
H -1.610970 0.406593 -0.281437 0.22 0.17 -0.07 0.234
H -0.726360 -0.639475 -1.284887 -0.19 -0.24 0.12 0.121
H 0.633131 -2.240303 0.173912 0.04 0.10 -0.15 0.235
H 1.896391 -1.224782 0.822897 -0.07 -0.28 0.09 0.224
H -1.225616 -0.143943 -3.445445 -0.50 -0.28 0.11 0.339
H -2.769327 -0.222762 -3.218446 0.07 -0.02 -0.21 0.285
O -1.983080 0.298890 -3.032856 0.15 0.26 0.04 -0.652
H 0.915637 -0.999052 -3.107200 0.01 -0.05 0.38 0.352
H 0.082439 -1.979221 -3.844013 -0.25 -0.34 0.29 0.318
O 0.142561 -1.569151 -2.967266 0.58 0.36 -0.75 -0.697
H -0.167419 2.870038 -1.518534 -0.12 -0.06 -0.61 0.300
H -0.555677 1.796624 -2.623467 -0.35 0.53 0.21 0.342
O -0.046179 1.963317 -1.822743 0.51 -0.10 0.44 -0.603